Below is a cluster of 8 separate species, C72H152N8O8 in total at a distorted geometry, with properties calculated with ωB97M-V with the def2-TZVPD basis set.

```
240
Properties=species:S:1:pos:R:3:forces:R:3:mulliken_charge:R:1
C 5.186904 -7.683826 -1.068045 0.57 -0.84 -1.61 -1.847
C 4.310269 -6.511368 -1.371653 -2.72 1.22 0.85 1.136
C 4.405871 -5.599149 -0.132142 -0.87 1.45 0.73 -0.785
C 5.452400 -4.500531 -0.225402 1.09 -0.57 -0.20 -0.989
C 5.530614 -3.710699 -1.521654 -0.95 -0.12 0.14 -0.337
C 5.627563 -4.647204 -2.701742 0.95 -1.50 -0.92 1.592
N 4.535628 -5.692184 -2.622101 0.52 1.47 2.58 1.010
O 4.592727 -6.490508 -3.750570 -0.26 -0.52 -0.80 -0.621
C 5.520044 -3.956712 -4.103798 0.53 -1.24 0.06 -1.989
C 7.084140 -5.276003 -2.697396 0.37 0.26 1.07 -1.648
C 2.769718 -6.996452 -1.432848 0.89 -0.07 -0.69 -1.699
H 6.235213 -7.387757 -1.106777 0.06 -0.19 0.05 0.396
H 4.970467 -8.394188 -1.865949 0.55 -0.45 0.01 0.385
H 4.999611 -8.180203 -0.115879 -0.28 0.33 -0.05 0.450
H 3.444661 -5.209355 0.202876 -0.41 0.40 -0.75 0.136
H 4.653371 -6.137263 0.782889 0.30 -0.64 -0.31 0.415
H 6.351660 -5.113393 -0.163443 0.61 0.46 0.17 0.499
H 5.485292 -3.810008 0.617324 -0.32 -0.21 0.16 0.369
H 6.401497 -3.055216 -1.520810 -0.01 0.08 0.02 0.455
H 4.630616 -3.099720 -1.590927 -0.14 0.23 -0.21 -0.426
H 5.836510 -4.701026 -4.834502 0.17 -0.24 -0.02 0.624
H 4.527084 -3.700577 -4.473275 -0.19 0.71 0.63 0.000
H 6.279994 -3.184526 -4.223405 -0.48 0.40 0.28 0.324
H 7.783043 -4.732299 -3.333017 -0.25 -0.24 -0.54 0.377
H 7.579299 -5.147396 -1.734914 -0.30 0.36 0.40 0.377
H 7.211957 -6.355620 -2.776081 -0.57 0.04 -0.94 0.355
H 2.576413 -7.735523 -0.655359 -0.01 0.16 0.15 0.449
H 2.481998 -7.463379 -2.374818 0.72 -0.51 -0.23 0.394
H 2.006505 -6.218290 -1.424047 0.46 0.57 0.71 0.219
H 3.969166 -5.960088 -4.251994 -0.10 -0.77 -0.79 0.402
C 2.418980 -2.725968 -9.795985 0.37 -1.24 0.20 -1.850
C 1.945981 -1.890416 -8.577237 -0.43 -0.82 -2.05 1.897
C 0.462034 -1.659354 -8.743265 -2.07 0.18 -0.78 -1.478
C -0.366618 -1.345430 -7.530968 1.65 -0.82 2.09 -0.643
C -0.078128 -2.475964 -6.457225 -1.54 0.81 -1.23 -1.474
C 1.381242 -2.721272 -6.115730 -0.95 -0.14 0.95 1.570
N 2.186992 -2.790163 -7.385699 0.83 2.42 0.88 0.520
O 3.508108 -3.042865 -7.124903 -1.66 0.07 -1.31 -0.233
C 1.852485 -1.484269 -5.292692 0.55 0.14 0.73 -0.679
C 1.533855 -4.068109 -5.272371 0.97 0.62 -1.34 -1.911
C 2.694558 -0.575610 -8.619279 0.80 1.14 1.21 -1.831
H 2.286527 -2.250370 -10.767777 -0.13 0.40 0.38 0.410
H 1.894989 -3.680411 -9.846601 -0.35 0.02 0.05 0.467
H 3.460430 -3.034143 -9.703734 0.19 0.46 0.03 0.439
H 0.258718 -0.858879 -9.454605 0.72 0.16 -0.23 0.463
H -0.054107 -2.489727 -9.225111 0.41 -0.53 -0.01 0.464
H -1.436427 -1.239857 -7.711123 0.18 -0.23 -0.17 0.526
H -0.028707 -0.435713 -7.034649 -0.08 0.39 -0.25 0.226
H -0.562182 -3.389269 -6.803162 -0.02 -0.16 0.17 0.525
H -0.593362 -2.079101 -5.582515 0.13 -0.73 0.34 0.457
H 1.117501 -1.199730 -4.539749 -0.62 -0.56 -0.12 0.651
H 2.737145 -1.689474 -4.689883 0.35 -0.07 -0.49 -0.531
H 1.974828 -0.511423 -5.768812 0.27 -0.44 -0.72 0.671
H 0.740706 -4.226953 -4.541770 0.12 0.33 -0.09 0.390
H 1.580102 -4.932130 -5.935273 -0.70 -0.11 -0.35 0.495
H 2.522438 -4.137613 -4.818530 -0.15 0.52 0.66 0.199
H 3.024916 -0.152381 -9.567877 0.17 -1.32 -0.59 0.506
H 3.572543 -0.687474 -7.983086 0.11 0.58 0.03 0.254
H 2.086816 0.291589 -8.360999 -0.22 -0.28 1.14 0.394
H 3.399095 -3.959512 -6.861339 0.95 -0.82 0.83 0.494
C 1.012719 1.324693 -1.946680 0.98 -0.73 -1.79 -1.420
C 0.847849 0.328129 -0.808869 -1.52 0.76 1.42 2.170
C -0.671875 0.518884 -0.394770 1.54 -0.15 0.96 -0.697
C -1.026641 -0.461664 0.692100 -1.40 0.47 -0.82 0.921
C -0.867893 -1.883441 0.209149 0.02 0.72 1.41 -2.135
C 0.499452 -2.193444 -0.437681 -0.42 -0.57 0.62 2.415
N 0.977505 -1.113242 -1.242281 -1.66 3.31 -0.94 0.058
O 2.126643 -1.377040 -2.016315 0.19 -0.20 0.49 0.844
C 1.533371 -2.465385 0.669860 0.15 -1.13 -0.74 -1.484
C 0.210451 -3.392703 -1.352892 1.95 -0.34 0.59 -1.811
C 1.773104 0.804126 0.391988 0.84 0.26 -0.44 -1.738
H 2.011814 1.760389 -1.955249 0.01 0.06 -0.18 0.415
H 0.282142 2.103643 -2.164860 -0.24 0.22 1.32 -0.056
H 0.875927 0.791179 -2.887290 0.46 -0.44 -0.28 -0.297
H -0.873013 1.520523 -0.014835 0.56 0.25 -0.14 0.116
H -1.332699 0.428795 -1.256917 0.08 -0.43 -0.12 0.092
H -2.082778 -0.267016 0.878596 -0.25 -0.24 0.32 -0.630
H -0.561553 -0.363805 1.673033 0.51 0.56 -0.24 -0.291
H -1.752057 -2.194249 -0.347393 0.30 -0.03 -0.43 0.335
H -0.938002 -2.320713 1.205132 0.18 -1.40 -0.38 0.377
H 1.360290 -3.462862 1.073818 -0.39 0.25 0.85 0.619
H 2.533775 -2.608018 0.261279 0.15 0.46 -0.39 -0.311
H 1.567050 -1.625944 1.364335 -0.17 -0.44 0.28 0.288
H -0.459328 -3.180633 -2.186269 -0.29 0.05 0.35 0.390
H 1.182228 -3.686840 -1.749424 0.13 -0.22 -0.43 -0.032
H -0.058011 -4.237552 -0.718649 -0.62 -0.01 -0.24 0.597
H 1.468390 0.716092 1.434816 -0.52 -0.67 -0.20 0.132
H 2.061663 1.854565 0.354539 -0.78 0.49 -0.54 0.570
H 2.793176 0.426598 0.320939 -0.04 -0.87 -0.11 0.339
H 1.707212 -1.639490 -2.838989 0.37 -0.04 -0.08 -0.271
C 6.881226 3.654062 -6.686552 0.07 -0.28 0.75 -2.064
C 5.949477 3.364793 -5.476965 0.31 -0.50 0.00 1.815
C 4.494706 3.478002 -6.009708 -0.05 0.85 1.32 -1.609
C 3.467105 2.829438 -5.078511 0.38 -1.08 -1.32 -0.777
C 3.790734 1.307771 -5.012382 0.52 2.28 2.04 0.731
C 5.177325 1.105516 -4.329340 0.39 -1.37 -1.71 1.230
N 6.196963 1.956703 -5.043672 -2.69 -0.90 -0.83 0.661
O 7.487255 1.648305 -4.663166 0.63 0.36 0.42 -0.506
C 5.141829 1.261309 -2.819774 -0.02 1.34 1.05 -1.661
C 5.394588 -0.428896 -4.675856 0.89 0.44 0.00 -1.229
C 6.220170 4.382558 -4.330454 -0.05 0.67 0.44 -1.741
H 6.740121 2.904057 -7.464806 -0.12 -0.04 0.00 0.420
H 7.920051 3.605214 -6.360109 0.06 0.14 -0.06 0.460
H 6.689384 4.640402 -7.108961 -0.04 0.03 0.11 0.462
H 4.285553 4.547028 -6.049096 0.05 0.23 0.03 0.557
H 4.317041 3.166081 -7.038894 0.50 -0.57 -0.01 0.354
H 2.502193 2.972806 -5.564807 -0.31 0.05 0.35 0.465
H 3.450938 3.255573 -4.075392 0.02 0.08 -0.09 0.225
H 3.775991 0.828342 -5.991178 -0.22 0.11 0.14 0.121
H 3.134570 0.904431 -4.241112 -0.55 -0.63 -0.54 -1.128
H 6.121316 1.392538 -2.359910 0.32 -0.48 -0.36 0.409
H 4.668188 2.190543 -2.503098 -0.25 0.42 -0.39 0.430
H 4.588734 0.540854 -2.217173 0.05 -0.61 -0.55 0.151
H 6.414142 -0.808012 -4.605918 0.22 0.35 0.42 0.636
H 4.794003 -1.076219 -4.036817 -0.14 0.21 0.14 -0.416
H 5.130016 -0.636234 -5.712731 -0.17 0.13 -0.13 0.441
H 5.349488 4.828735 -3.849887 -0.61 -0.20 -0.42 0.350
H 6.789368 5.253912 -4.654247 0.09 -0.06 -0.35 0.455
H 6.751665 4.034371 -3.444802 0.36 -0.73 -0.41 0.326
H 7.840592 1.241731 -5.457810 0.35 -0.13 0.03 0.332
C -0.773825 2.671325 3.446479 0.69 -0.14 0.71 -0.918
C -0.776273 3.743191 4.590110 -1.10 0.67 -0.22 2.098
C -0.460352 5.107500 3.951061 1.94 0.75 0.70 -1.213
C -0.586923 6.291917 4.940872 -1.07 -0.26 -0.03 -0.786
C -2.094986 6.418625 5.250747 0.72 -1.95 0.04 -1.305
C -2.681155 5.032874 5.868341 0.21 2.36 0.60 1.536
N -2.170689 3.893445 5.071395 -0.40 1.05 -0.68 0.352
O -2.663397 2.701604 5.563472 -0.46 -0.82 0.05 0.002
C -2.310068 4.984746 7.393883 0.41 0.10 0.24 -1.659
C -4.232726 5.194928 5.752431 0.18 -1.11 -0.43 -2.002
C 0.235114 3.346660 5.710096 -0.28 0.40 -0.25 -1.688
H 0.018233 2.941791 2.748203 -0.08 0.12 -0.26 0.453
H -1.713972 2.509735 2.919133 -0.06 0.55 0.16 -0.563
H -0.476232 1.687961 3.810561 -0.08 0.01 0.22 -0.210
H 0.586161 5.073778 3.648134 0.32 -0.22 -0.04 0.593
H -0.960775 5.308907 3.003910 -0.64 -0.22 0.25 0.115
H -0.208142 7.252249 4.591029 -0.08 -0.10 -0.69 0.443
H 0.016886 6.160747 5.838821 -0.12 -0.50 0.18 0.355
H -2.574740 6.502759 4.275626 -0.27 0.36 0.05 0.359
H -2.288715 7.299272 5.863146 -0.39 -0.30 0.19 0.451
H -1.345669 5.441420 7.616360 0.29 -0.07 -0.36 0.350
H -2.963117 5.521611 8.081927 -0.56 0.28 -0.56 0.490
H -2.274825 4.007137 7.874639 -0.02 -0.42 -0.47 0.208
H -4.741337 4.416957 6.321795 -0.02 0.15 0.38 0.442
H -4.601931 6.183594 6.025077 0.37 -0.03 0.46 0.440
H -4.623467 5.040126 4.746726 0.50 -0.01 -0.35 0.367
H 1.246722 3.345533 5.304208 0.00 -0.54 -0.17 0.424
H -0.053850 2.385922 6.136231 0.34 -0.23 -0.20 0.192
H 0.316854 4.011565 6.569924 -0.46 0.39 -0.18 0.328
H -2.122586 2.475528 6.323741 0.14 -0.26 0.57 0.114
C -0.124028 -2.292344 9.685688 -0.25 -0.41 -0.07 -1.628
C 0.788932 -2.263595 8.433151 -0.34 0.74 2.44 1.139
C 0.810640 -3.659937 7.864846 0.51 -0.04 -0.98 -1.096
C -0.460795 -4.024198 7.114081 0.82 0.97 0.04 -0.882
C -0.676065 -3.009280 5.953678 -1.57 -1.13 1.07 -1.196
C -0.752734 -1.533605 6.467960 2.40 -0.57 -1.52 2.111
N 0.360131 -1.313483 7.406869 0.04 -1.65 -1.01 0.657
O 0.339204 0.026227 7.795841 0.61 0.28 0.54 -0.500
C -0.412539 -0.625115 5.226670 -0.33 -0.37 0.61 -1.085
C -2.100076 -1.199392 7.028172 0.13 0.34 0.31 -1.574
C 2.223115 -1.876552 8.928745 -0.25 -0.24 -0.46 -2.028
H -0.146160 -1.330809 10.198592 -0.24 -0.10 -0.02 0.358
H 0.158202 -3.088329 10.374778 0.80 0.25 0.25 0.420
H -1.116174 -2.679972 9.454418 -0.33 0.74 -0.30 0.356
H 1.656100 -3.593708 7.180077 0.08 -0.64 -0.45 0.408
H 1.044131 -4.431922 8.598065 0.10 0.34 0.33 0.440
H -1.310204 -3.930603 7.790716 -0.10 -0.07 0.06 0.283
H -0.418964 -5.078113 6.839096 -0.07 0.13 -0.51 0.477
H -1.688611 -3.306233 5.680451 -0.32 0.50 -0.63 0.334
H -0.093209 -3.221678 5.057424 0.57 0.41 0.32 0.510
H -0.387598 0.444196 5.436560 -0.89 -0.09 0.20 -0.788
H 0.598910 -0.747319 4.839200 0.06 -0.84 0.04 0.409
H -1.145473 -0.916087 4.474182 0.03 0.53 -0.37 0.494
H -2.377711 -1.936961 7.781176 -0.37 0.03 -0.17 0.425
H -1.979199 -0.238597 7.528530 -0.39 0.10 0.02 0.317
H -2.813302 -1.114624 6.208282 -0.26 -0.09 0.24 0.146
H 2.305395 -0.932862 9.467985 -0.44 0.08 -0.08 0.365
H 2.907662 -1.821981 8.082270 0.02 -0.02 -0.17 0.415
H 2.616896 -2.637283 9.602782 -0.17 -0.16 0.00 0.430
H 1.144952 0.273913 7.336471 0.09 0.92 0.27 0.345
C -2.669287 3.401695 -1.931110 1.11 -2.06 -1.11 -1.793
C -3.552204 3.653230 -0.771198 -1.60 0.61 -0.35 2.859
C -4.132943 5.070678 -0.942949 -1.39 0.53 0.55 -1.656
C -5.206058 5.231720 -2.064993 1.27 -0.83 0.53 -0.929
C -6.298315 4.206162 -1.758102 -0.11 -0.26 -0.94 -1.670
C -5.864863 2.682478 -1.597722 0.86 1.46 0.67 1.519
N -4.694894 2.654876 -0.693987 -0.18 2.73 0.30 0.807
O -4.302945 1.395780 -0.296274 0.45 -0.67 -0.56 -0.316
C -7.057624 1.952083 -0.899851 -0.39 1.31 -1.07 -1.756
C -5.583171 2.217725 -3.047381 -0.44 -0.05 0.30 -1.863
C -2.765497 3.686361 0.523198 -0.62 -0.88 0.79 -1.526
H -2.496505 2.325705 -1.953395 0.10 -0.37 0.02 0.181
H -1.652728 3.784935 -1.842565 -0.16 0.65 -0.10 0.587
H -3.121494 3.577306 -2.907206 0.12 0.57 0.11 0.212
H -4.677355 5.306298 -0.028509 -0.23 -0.15 0.33 0.368
H -3.318767 5.791583 -0.868761 0.19 0.05 -0.80 0.576
H -4.779138 5.063243 -3.053666 0.19 -0.38 -0.08 0.375
H -5.628625 6.227029 -2.202465 -0.01 0.13 0.69 0.444
H -6.926974 4.229303 -2.648239 -0.42 -0.25 -0.03 0.466
H -6.958295 4.554132 -0.963470 0.36 -0.14 0.42 0.495
H -7.883586 2.661857 -0.945603 -0.33 0.08 -0.42 0.589
H -7.409611 1.122740 -1.513371 0.26 -0.55 0.70 0.439
H -7.014827 1.869450 0.186175 0.75 -0.91 -0.19 0.156
H -6.569218 2.086560 -3.493024 0.07 -0.30 -0.34 0.575
H -5.087378 3.003387 -3.617499 0.02 0.03 0.10 0.425
H -4.976838 1.318335 -3.154942 -0.19 -0.17 0.29 0.198
H -3.454179 3.908759 1.338281 0.02 0.47 0.03 0.025
H -1.949562 4.408656 0.497822 -0.04 -0.05 -0.07 0.867
H -2.407660 2.704471 0.832942 0.34 -0.06 -0.44 -1.017
H -4.577808 1.406303 0.623479 -0.08 -0.54 0.56 -0.166
C -5.354072 -1.379771 3.788306 0.93 -0.91 -0.53 -1.646
C -5.810794 -0.698847 2.482152 1.38 0.62 0.81 1.408
C -7.318419 -0.816288 2.287054 -0.13 0.74 2.20 -1.128
C -8.077015 -0.015304 3.383901 0.05 -0.87 -0.92 -0.805
C -7.676465 1.426949 3.320898 -0.15 0.72 -0.52 -1.354
C -6.106201 1.669192 3.416576 -0.29 0.80 -1.00 0.986
N -5.372361 0.753902 2.514236 -1.71 -0.73 -0.75 0.742
O -3.970082 0.992322 2.585360 -0.76 -0.69 0.09 2.218
C -5.780337 3.049653 2.790687 -1.26 0.75 0.77 -0.565
C -5.829835 1.636201 4.908791 -0.29 0.76 1.25 -1.226
C -5.213695 -1.365994 1.256603 1.15 0.05 0.10 -2.074
H -4.267835 -1.350557 3.873997 0.31 0.70 -0.06 0.152
H -5.422731 -2.462472 3.682793 -0.83 -0.20 0.23 0.583
H -5.744972 -1.024947 4.741932 -0.33 -0.11 -0.38 0.168
H -7.615278 -0.474394 1.295552 -0.04 -0.10 0.02 0.286
H -7.582692 -1.855779 2.481253 0.10 -0.19 -0.62 0.460
H -7.951084 -0.383463 4.402089 0.52 -0.38 -0.07 0.371
H -9.127799 -0.235415 3.195467 -0.29 0.70 -0.03 0.480
H -8.245860 1.963319 4.079966 0.69 0.19 0.65 0.484
H -8.133755 1.912371 2.458710 0.54 -0.21 -0.75 0.499
H -4.818313 3.525576 2.980689 0.30 -0.72 0.04 -0.955
H -6.004957 3.052790 1.724090 0.30 -0.17 -0.03 -0.241
H -6.481815 3.761459 3.225847 -0.25 0.21 0.12 0.800
H -4.856085 1.836858 5.355604 0.59 -0.71 -0.68 -0.263
H -6.322148 2.516456 5.322164 -0.42 0.26 -0.20 0.522
H -6.356145 0.833003 5.424515 0.38 -0.27 -0.09 0.390
H -5.492127 -2.419719 1.271601 -0.43 0.08 -0.50 0.595
H -4.124748 -1.387441 1.213764 0.27 0.17 0.54 0.295
H -5.456445 -0.786464 0.365915 -0.58 -0.42 -0.13 0.180
H -3.766568 0.973967 3.523359 0.46 0.01 0.61 -0.474
```
Forces are in eV/Å.

The HOMO energy (alpha / beta) is -8.914 / -8.914 eV. Its molecular weight is 1258.1 g mol⁻¹. The spin multiplicity is 2. Its energy above the lowest of the compared OMol25 structures with the same formula, charge and spin is 0.0475 eV. For the gap between HOMO and LUMO (alpha / beta), the calculation gives 0.239 / 0.087 Eh. As for the net charge: +1.